No. 1
Below is a cluster of 2 separate species, C4H7NO2S in total, with properties calculated with ωB97M-V/def2-TZVPD.

XYZ file:
```
15
Properties=species:S:1:pos:R:3:mulliken_charge:R:1
C 0.02 -0.79 -0.55 -0.431
C -3.41 0.25 -0.05 0.392
C 1.32 1.30 -0.19 -1.484
C 0.78 0.02 0.44 0.474
N -2.24 0.13 -0.05 -0.280
O -0.13 -2.07 -0.37 -0.503
O 1.78 -0.81 1.02 -0.573
S -4.98 0.52 0.08 -0.140
H 0.49 1.95 -0.43 0.386
H 1.88 1.08 -1.10 0.386
H 1.98 1.81 0.52 0.369
H 0.12 0.27 1.28 0.212
H 0.17 -2.34 0.51 0.351
H -0.29 -0.41 -1.51 0.510
H 2.50 -0.93 0.38 0.332
```

energy relative to the best compared isomer or geometry (same formula, charge and spin)	1.1838	eV
frontier orbital gap (spin up / spin down)	6.40 / 6.58	eV
HOMO level (spin up / spin down)	-5.8300 / -10.2207	eV
max |F|	0.0634	Eh/bohr
2S+1	3



No. 2
Below is a structure of composition C42H38BN6PS2W, with properties calculated with ωB97M-V/def2-TZVPD.

XYZ file:
```
91
Properties=species:S:1:pos:R:3:mulliken_charge:R:1
W 0.81 -0.13 -0.59 -0.828
C 5.23 -2.63 1.49 -1.472
C 4.48 -1.91 0.43 0.620
C 4.90 -1.56 -0.84 -1.291
C 3.82 -0.91 -1.43 0.252
N 2.79 -0.88 -0.56 0.237
N 3.21 -1.50 0.58 0.583
B 2.23 -1.63 1.78 -1.133
N 1.00 -2.41 1.26 0.358
N 0.48 -2.04 0.06 0.728
C -0.47 -2.93 -0.28 -0.129
C -0.58 -3.87 0.74 -1.330
C 0.37 -3.51 1.69 0.596
C 0.71 -4.18 2.97 -1.415
C -1.15 -2.86 -1.57 0.817
C -0.76 -1.95 -2.55 0.714
C -1.34 -1.90 -3.80 -1.175
C -2.36 -2.79 -4.09 -0.546
C -2.78 -3.71 -3.14 -0.959
C -2.18 -3.75 -1.89 -0.754
N 1.82 -0.19 2.17 0.281
N 1.47 0.66 1.17 0.680
C 1.36 1.90 1.69 -0.027
C 1.62 1.83 3.06 -0.979
C 1.91 0.50 3.32 0.336
C 2.28 -0.13 4.61 -1.477
C 1.13 3.06 0.82 0.681
C 1.09 4.36 1.33 -0.561
C 0.98 5.44 0.47 -1.031
C 0.92 5.25 -0.90 -0.552
C 0.96 3.97 -1.43 -1.311
C 1.04 2.90 -0.56 0.928
C 3.68 -0.33 -2.76 1.147
C 2.49 0.29 -3.14 1.049
C 2.29 0.85 -4.38 -1.102
C 3.33 0.81 -5.30 -0.654
C 4.53 0.20 -4.96 -0.789
C 4.71 -0.36 -3.71 -0.893
H 6.23 -2.87 1.14 0.392
H 4.73 -3.56 1.76 0.312
H 5.32 -2.02 2.39 0.308
H 5.87 -1.75 -1.26 0.565
H 2.73 -2.18 2.68 -0.048
H -1.23 -4.72 0.79 0.578
H 0.15 -5.11 3.07 0.402
H 0.45 -3.54 3.82 0.256
H 1.77 -4.41 3.03 0.293
H 0.09 -1.24 -2.34 0.952
H -1.01 -1.18 -4.53 0.508
H -2.83 -2.78 -5.06 0.454
H -3.57 -4.40 -3.37 0.453
H -2.51 -4.48 -1.17 0.430
H 1.63 2.63 3.77 0.670
H 2.38 0.63 5.38 0.414
H 3.21 -0.68 4.53 0.294
H 1.50 -0.83 4.93 0.259
H 1.15 4.52 2.39 0.443
H 0.95 6.44 0.88 0.458
H 0.85 6.10 -1.55 0.446
H 0.91 3.81 -2.50 0.494
H 1.07 1.89 -1.03 0.362
H 1.60 0.36 -2.43 -0.232
H 1.35 1.32 -4.64 0.586
H 3.21 1.24 -6.28 0.439
H 5.34 0.17 -5.68 0.439
H 5.65 -0.83 -3.46 0.434
S -2.49 3.56 -1.04 -0.295
P -2.95 2.00 -0.05 1.089
S -1.34 0.42 -0.27 0.449
C -3.05 2.14 1.74 -0.025
C -1.93 2.58 2.45 0.405
C -2.01 2.76 3.82 -0.668
C -3.21 2.52 4.48 -0.672
C -4.32 2.09 3.77 -0.798
C -4.25 1.89 2.40 -0.422
C -4.33 0.98 -0.63 0.493
C -5.24 1.55 -1.51 -0.628
C -6.33 0.82 -1.93 -0.694
C -6.52 -0.48 -1.48 -0.534
C -5.61 -1.05 -0.59 -0.799
C -4.51 -0.32 -0.17 -0.088
H -1.02 2.81 1.92 0.274
H -1.16 3.12 4.37 0.440
H -3.28 2.67 5.54 0.413
H -5.26 1.91 4.29 0.429
H -5.12 1.57 1.86 0.433
H -5.08 2.56 -1.87 0.388
H -7.04 1.26 -2.62 0.438
H -7.37 -1.05 -1.80 0.430
H -5.76 -2.05 -0.24 0.463
H -3.81 -0.76 0.53 0.520
```

frontier orbital gap (spin up / spin down)	6.14 / 6.21	eV
HOMO level (spin up / spin down)	-13.2727 / -13.4477	eV
max |F|	0.0240	Eh/bohr
2S+1	1
charge	+2



No. 3
Below is a cluster of 13 separate species, C69H177N10O12P3 in total, with properties calculated with ωB97M-V/def2-TZVPD.

XYZ file:
```
271
Properties=species:S:1:pos:R:3:mulliken_charge:R:1
C 21.58 12.62 20.56 -0.961
O 22.45 13.66 20.04 -0.070
P 23.00 13.48 18.55 1.146
O 22.09 13.34 17.42 -0.751
O 23.93 14.77 18.62 -0.404
C 24.29 15.42 17.35 -0.481
O 23.98 12.21 18.61 -0.408
C 24.87 12.18 19.75 -0.616
H 21.39 12.86 21.59 0.325
H 22.03 11.66 20.40 0.697
H 20.60 12.62 20.08 0.016
H 23.72 15.03 16.52 0.390
H 25.34 15.34 17.13 0.501
H 23.92 16.42 17.38 -0.190
H 24.30 12.03 20.67 0.233
H 25.38 13.12 19.85 0.254
H 25.51 11.31 19.63 0.262
C 17.31 14.48 24.75 0.704
O 17.48 15.21 26.02 -0.498
P 18.67 16.27 25.98 0.422
O 19.90 15.69 25.44 -0.614
O 18.50 16.83 27.46 -0.368
C 19.16 16.04 28.53 -0.829
O 18.16 17.52 25.15 1.068
C 17.03 18.35 25.62 -0.442
H 16.25 14.53 24.48 0.123
H 17.65 13.47 24.87 0.315
H 17.95 14.91 23.99 -0.698
H 18.45 15.36 29.01 0.360
H 19.49 16.74 29.30 0.229
H 20.03 15.47 28.15 0.264
H 17.16 18.83 26.60 0.199
H 16.14 17.69 25.63 0.300
H 16.87 19.13 24.88 -0.119
C 23.25 19.89 17.81 -0.854
O 21.83 19.95 17.43 0.717
P 21.02 21.35 17.54 -0.065
O 21.52 22.25 18.56 -0.842
O 19.57 20.76 17.69 0.123
C 19.24 20.19 19.00 1.312
O 20.97 21.92 16.08 -0.447
C 20.44 21.13 14.95 -0.266
H 23.81 19.87 16.88 0.221
H 23.49 18.93 18.29 0.074
H 23.46 20.74 18.44 0.499
H 18.42 20.76 19.41 -0.056
H 20.07 20.28 19.67 -0.681
H 18.99 19.12 18.88 -0.470
H 19.35 21.16 15.01 0.239
H 20.76 20.08 14.87 0.092
H 20.79 21.73 14.10 0.186
C 25.23 17.69 29.75 -1.525
C 24.01 17.56 28.84 0.049
N 23.95 16.32 28.00 0.103
C 23.53 15.12 28.76 -0.162
C 23.74 13.77 28.00 -1.189
C 23.04 16.54 26.86 0.210
C 23.75 17.17 25.65 -1.004
H 25.29 18.70 30.11 0.442
H 26.18 17.54 29.16 0.321
H 25.27 16.98 30.59 0.326
H 23.11 17.62 29.47 0.192
H 24.00 18.44 28.17 0.205
H 22.48 15.17 29.12 0.109
H 24.12 15.13 29.68 0.395
H 24.80 13.60 27.78 0.316
H 23.14 13.73 27.10 0.274
H 23.32 12.98 28.65 0.398
H 22.53 15.63 26.55 0.328
H 22.20 17.17 27.21 -0.241
H 24.44 16.45 25.27 0.374
H 23.07 17.45 24.85 -0.070
H 24.24 18.09 25.90 0.265
C 22.33 17.18 14.73 -0.468
C 21.79 17.35 13.38 -1.493
N 21.92 18.69 12.84 0.542
C 23.31 19.12 12.76 -0.466
C 24.14 18.26 11.81 -1.322
C 21.06 18.87 11.64 -0.322
C 21.08 20.32 11.14 -1.145
H 21.92 16.24 15.13 0.321
H 22.14 18.10 15.31 -0.226
H 23.41 17.09 14.68 0.691
H 22.13 16.54 12.68 0.545
H 20.69 17.24 13.45 0.373
H 23.40 20.19 12.54 0.587
H 23.71 19.10 13.79 0.074
H 25.19 18.51 11.96 0.448
H 24.00 17.23 12.05 0.282
H 23.83 18.39 10.76 0.268
H 20.05 18.64 12.03 0.127
H 21.35 18.18 10.87 0.417
H 22.13 20.60 10.85 0.282
H 20.74 21.04 11.88 0.130
H 20.55 20.51 10.24 0.452
C 18.00 9.25 19.59 -1.493
C 18.61 10.60 20.02 -0.708
N 17.70 11.69 20.37 0.515
C 16.83 11.37 21.50 -1.027
C 16.16 12.65 21.92 0.019
C 16.94 12.12 19.20 0.429
C 17.71 12.44 17.93 -1.547
H 17.30 8.78 20.32 0.273
H 18.75 8.51 19.42 0.509
H 17.45 9.38 18.67 0.282
H 19.20 10.36 20.90 0.541
H 19.30 10.91 19.26 0.372
H 16.09 10.64 21.17 0.451
H 17.43 10.95 22.34 0.417
H 15.82 12.63 22.98 0.523
H 16.75 13.53 21.74 -0.360
H 15.28 12.80 21.36 -0.117
H 16.38 13.01 19.46 -0.760
H 16.21 11.33 18.99 0.647
H 18.17 11.60 17.41 0.408
H 18.52 13.17 18.12 0.207
H 17.02 12.95 17.25 0.424
C 11.04 19.05 21.99 -1.873
C 11.61 17.65 21.79 0.743
N 12.35 17.16 22.94 0.583
C 13.24 16.01 22.70 -1.475
C 14.61 16.48 22.20 0.616
C 11.40 16.80 23.98 -0.788
C 11.91 16.98 25.44 -1.311
H 11.77 19.72 22.40 0.374
H 10.23 19.09 22.71 0.457
H 10.64 19.40 21.06 0.493
H 10.72 17.05 21.51 0.247
H 12.26 17.54 20.90 -0.549
H 13.23 15.45 23.63 0.793
H 12.86 15.39 21.88 0.088
H 15.25 15.61 22.01 -0.151
H 14.50 17.05 21.29 -0.537
H 15.14 17.15 22.85 0.396
H 11.10 15.75 23.82 0.365
H 10.50 17.38 23.82 0.558
H 12.10 18.06 25.55 0.285
H 12.75 16.35 25.70 0.263
H 11.16 16.74 26.21 0.429
C 18.43 18.05 16.02 1.840
C 17.52 18.64 15.00 -1.161
N 16.10 18.47 15.46 0.553
C 15.85 19.13 16.72 1.210
C 16.23 20.64 16.75 -0.781
C 15.10 18.86 14.43 -0.603
C 14.94 17.78 13.37 -1.171
H 18.13 16.99 16.15 0.007
H 18.40 18.56 16.97 -1.051
H 19.48 17.99 15.65 -0.537
H 17.80 19.70 14.81 0.106
H 17.60 18.09 14.06 0.672
H 16.42 18.61 17.50 -1.797
H 14.79 19.06 16.98 0.590
H 17.28 20.80 16.51 -0.159
H 15.95 21.14 17.68 0.226
H 15.59 21.10 15.94 0.408
H 14.16 19.15 14.90 0.467
H 15.47 19.75 13.95 0.360
H 15.91 17.50 13.01 0.265
H 14.45 16.90 13.78 0.208
H 14.23 18.04 12.56 0.391
C 21.68 23.49 26.52 -1.238
C 20.87 22.54 27.41 -0.392
N 21.12 21.11 27.14 0.497
C 20.67 20.27 28.20 0.299
C 21.59 20.28 29.48 -1.665
C 20.39 20.73 25.91 -0.697
C 20.79 19.42 25.34 1.190
H 21.44 24.49 26.81 0.490
H 21.45 23.35 25.47 0.250
H 22.73 23.30 26.68 0.203
H 21.16 22.67 28.50 0.342
H 19.80 22.78 27.33 0.337
H 19.66 20.55 28.55 0.126
H 20.53 19.25 27.84 -0.081
H 21.45 21.23 29.96 0.551
H 21.28 19.51 30.18 0.407
H 22.63 20.08 29.21 0.283
H 20.64 21.54 25.18 0.136
H 19.29 20.77 26.05 0.108
H 21.90 19.40 25.17 -0.697
H 20.32 19.22 24.36 0.035
H 20.49 18.57 25.97 -0.545
C 14.58 22.53 22.40 -0.687
C 15.32 22.29 21.09 -0.978
N 15.97 20.95 20.97 0.993
C 14.94 19.90 20.81 0.943
C 13.91 20.19 19.75 -1.495
C 16.84 20.65 22.09 -0.020
C 17.95 21.71 22.29 -1.282
H 15.20 22.41 23.32 0.162
H 13.84 21.71 22.41 -0.066
H 14.06 23.47 22.57 0.450
H 14.67 22.39 20.19 0.544
H 16.00 23.11 21.00 0.572
H 15.49 18.98 20.49 -1.056
H 14.43 19.64 21.76 0.169
H 13.19 20.89 20.08 0.538
H 14.36 20.56 18.85 0.305
H 13.35 19.30 19.53 -0.052
H 17.34 19.68 22.01 -0.166
H 16.34 20.54 23.03 0.605
H 17.53 22.70 22.53 0.320
H 18.51 21.81 21.37 0.274
H 18.69 21.44 23.04 0.033
C 10.26 13.69 19.58 -0.910
C 10.92 13.55 18.25 -0.726
N 12.28 14.07 18.19 0.080
C 12.18 15.54 18.26 -0.421
C 13.35 16.25 17.58 -0.565
C 13.18 13.49 19.20 1.593
C 13.24 11.95 19.09 -1.521
H 10.17 14.74 19.86 0.154
H 10.76 13.15 20.37 0.248
H 9.23 13.32 19.49 0.453
H 10.91 12.51 17.99 0.354
H 10.26 14.05 17.54 0.524
H 11.29 15.77 17.70 0.643
H 12.04 15.87 19.32 0.073
H 13.28 17.30 17.77 0.129
H 14.24 15.87 18.06 -0.326
H 13.36 16.03 16.49 0.305
H 12.85 13.70 20.25 -0.314
H 14.17 13.98 19.12 -0.572
H 14.20 11.63 19.51 0.056
H 13.34 11.65 18.05 0.494
H 12.39 11.42 19.52 0.392
C 25.15 21.46 24.74 -1.157
C 24.60 20.51 23.70 -0.100
N 23.98 21.19 22.59 0.270
C 23.68 20.32 21.45 -2.036
C 22.48 19.37 21.57 1.745
C 22.83 22.07 22.97 0.151
C 22.34 22.85 21.79 -1.367
H 25.95 22.05 24.34 0.337
H 25.50 20.98 25.65 0.457
H 24.37 22.13 25.09 0.012
H 25.38 19.83 23.33 0.478
H 23.94 19.82 24.19 -0.111
H 24.58 19.72 21.23 0.497
H 23.44 20.90 20.57 0.347
H 22.36 18.72 20.69 -0.453
H 21.54 19.94 21.71 -0.302
H 22.47 18.73 22.47 -0.109
H 22.01 21.52 23.38 -0.471
H 23.17 22.68 23.76 0.877
H 21.41 23.40 22.06 0.375
H 23.03 23.63 21.46 0.296
H 22.05 22.20 20.95 0.011
C 16.73 15.97 19.00 0.036
C 17.81 15.82 20.06 -0.639
N 19.06 16.51 19.71 1.582
C 19.75 17.02 20.93 1.325
C 20.07 15.97 22.06 -0.173
C 19.88 15.76 18.73 0.768
C 20.99 16.64 18.16 -0.092
H 15.73 15.79 19.41 -0.617
H 16.80 15.30 18.08 0.388
H 16.69 16.98 18.63 -0.398
H 17.38 16.31 20.95 0.567
H 17.94 14.76 20.31 0.085
H 20.66 17.53 20.66 -0.335
H 19.12 17.82 21.39 -0.842
H 20.78 15.23 21.66 -0.539
H 20.64 16.50 22.81 0.337
H 19.26 15.40 22.52 -0.659
H 19.13 15.55 17.94 0.382
H 20.30 14.84 19.20 -1.202
H 21.77 16.87 18.90 0.313
H 20.62 17.58 17.81 -0.505
H 21.54 16.12 17.35 -0.140
```

frontier orbital gap	8.45	eV
HOMO level	-7.8783	eV
max |F|	0.0484	Eh/bohr
2S+1	1



No. 4
Below is the molecule C4HF6O2P, with properties calculated with ωB97M-V/def2-TZVPD.

XYZ file:
```
14
Properties=species:S:1:pos:R:3:mulliken_charge:R:1
C -0.30 0.36 -0.49 0.167
C 0.09 -0.85 -0.37 -0.419
C 0.65 1.55 -0.29 0.964
C 1.23 -1.53 0.29 1.029
O -1.47 0.99 -0.72 -0.228
O -2.35 -1.34 -0.46 -0.428
F 0.38 2.61 -0.97 -0.224
F 0.43 1.78 1.03 -0.265
F 1.91 1.21 -0.39 -0.239
F 2.40 -1.57 -0.39 -0.248
F 1.60 -1.01 1.48 -0.249
F 0.81 -2.81 0.53 -0.243
P -2.76 0.06 -0.28 0.271
H -2.62 0.55 1.03 0.111
```

energy relative to the best compared isomer or geometry (same formula, charge and spin)	1.2602	eV
frontier orbital gap (spin up / spin down)	8.82 / 7.46	eV
HOMO level (spin up / spin down)	-10.4067 / -10.2947	eV
max |F|	0.0638	Eh/bohr
2S+1	1